A 3-piece molecular cluster, C32H72FP2 overall at a distorted geometry. Source: OMol25; level of theory: ωB97M-V with the def2-TZVPD basis set.

Positions of all 107 atoms, in Å:
F (-5.77400, 19.87111, -14.12227)
C (-2.74118, 18.39162, -12.61525)
C (-1.96560, 17.65551, -13.69075)
C (-2.05361, 18.30247, -15.11539)
C (-3.50343, 18.30173, -15.72279)
P (-3.92708, 19.61027, -16.92933)
C (-3.85679, 21.31572, -16.17320)
C (-2.58310, 22.13077, -16.32792)
C (-2.62125, 23.63889, -16.02834)
C (-2.86846, 24.09810, -14.57235)
C (-2.86363, 19.56985, -18.42859)
C (-3.22759, 20.55632, -19.53508)
C (-2.35606, 20.49897, -20.70985)
C (-0.84842, 20.77995, -20.48792)
C (-5.72048, 19.41272, -17.43914)
C (-5.90591, 18.04770, -18.28122)
C (-6.84568, 18.30334, -19.49696)
C (-7.05063, 17.06299, -20.34368)
H (-2.63114, 17.92090, -11.63831)
H (-3.81477, 18.46600, -12.78840)
H (-2.33702, 19.40379, -12.59960)
H (-2.32339, 16.62699, -13.73809)
H (-0.91687, 17.47876, -13.45198)
H (-1.25375, 17.99751, -15.79017)
H (-1.76597, 19.35369, -15.13280)
H (-4.26217, 18.28539, -14.94039)
H (-3.70896, 17.38226, -16.27092)
H (-3.82709, 21.07828, -15.10979)
H (-4.79292, 21.82242, -16.40776)
H (-2.15075, 21.97412, -17.31617)
H (-1.78628, 21.67054, -15.74366)
H (-3.30227, 24.15131, -16.70786)
H (-1.65646, 24.11193, -16.21141)
H (-3.28835, 25.10395, -14.57957)
H (-2.07657, 23.88095, -13.85552)
H (-3.67535, 23.47217, -14.19125)
H (-2.92139, 18.51523, -18.69792)
H (-1.84165, 19.74286, -18.09135)
H (-3.20007, 21.54680, -19.08090)
H (-4.24750, 20.46985, -19.90981)
H (-2.70054, 21.11112, -21.54333)
H (-2.39289, 19.44034, -20.96685)
H (-0.36655, 20.05952, -19.82696)
H (-0.62411, 21.78633, -20.13438)
H (-0.33748, 20.64740, -21.44157)
H (-6.11534, 20.27937, -17.96933)
H (-6.22428, 19.26601, -16.48375)
H (-6.28257, 17.28311, -17.60177)
H (-4.98300, 17.57709, -18.62013)
H (-6.51466, 19.13063, -20.12475)
H (-7.80211, 18.74160, -19.21185)
H (-7.72365, 17.37065, -21.14398)
H (-7.37332, 16.17849, -19.79447)
H (-6.10712, 16.96044, -20.87974)
C (-7.78574, 18.18984, -6.68347)
C (-8.91004, 19.06829, -7.33186)
C (-8.71244, 19.16717, -8.87270)
C (-7.57259, 20.09009, -9.31684)
P (-7.11458, 19.85480, -11.08159)
C (-6.99310, 18.04313, -11.41800)
C (-5.82227, 17.35614, -10.59285)
C (-5.26001, 16.14954, -11.33564)
C (-4.20704, 15.44655, -10.51278)
C (-8.34203, 20.69428, -12.14982)
C (-9.74345, 20.02488, -12.49510)
C (-10.36111, 20.79756, -13.68656)
C (-11.76184, 20.25723, -14.24517)
C (-5.49289, 20.87415, -11.15979)
C (-4.66317, 20.88597, -9.83292)
C (-3.38907, 21.64324, -9.88231)
C (-2.68700, 21.59318, -8.48856)
H (-7.87080, 18.13085, -5.59840)
H (-6.86546, 18.76605, -6.77919)
H (-7.62821, 17.21836, -7.15201)
H (-8.93332, 20.00148, -6.76909)
H (-9.86049, 18.58578, -7.10398)
H (-9.63138, 19.48236, -9.36698)
H (-8.52309, 18.20326, -9.34505)
H (-6.76738, 19.73856, -8.67173)
H (-7.74757, 21.13534, -9.06203)
H (-6.63621, 18.06940, -12.44759)
H (-7.92214, 17.48880, -11.55100)
H (-6.14178, 16.99256, -9.61621)
H (-5.07349, 18.11698, -10.37252)
H (-4.70235, 16.44294, -12.22504)
H (-6.09931, 15.57813, -11.73209)
H (-3.25197, 15.96894, -10.45748)
H (-4.14521, 14.39057, -10.77580)
H (-4.38347, 15.48620, -9.43789)
H (-7.70223, 20.90528, -13.00670)
H (-8.50726, 21.65346, -11.65916)
H (-10.48783, 20.04058, -11.69902)
H (-9.60390, 18.99029, -12.80857)
H (-9.65133, 20.60497, -14.49106)
H (-10.31450, 21.87877, -13.55653)
H (-12.48959, 19.83358, -13.55308)
H (-11.63484, 19.41432, -14.92448)
H (-12.08421, 21.08708, -14.87408)
H (-5.81128, 21.87472, -11.45234)
H (-4.97697, 20.36720, -11.97522)
H (-4.50384, 19.90898, -9.37662)
H (-5.22567, 21.43607, -9.07854)
H (-3.59616, 22.68713, -10.11793)
H (-2.72665, 21.34810, -10.69607)
H (-2.36075, 20.60383, -8.16789)
H (-3.31590, 21.95402, -7.67470)
H (-1.71546, 22.08737, -8.48958)

Summary:
* net charge: +1
* multiplicity: 1
* energy relative to the best compared isomer or geometry (same formula, charge and spin): 30.3 kcal per mole
* gap between HOMO and LUMO: 9.94 eV